Entry 1:
The following is a DFT calculation (the ωB97M-V functional and the def2-TZVPD basis) of a 2-piece molecular cluster, C7H10N2O4 overall at a distorted geometry.

- E_HOMO (eV) = -10.021
- calculated total energy (Eh) = -682.92175
- LUMO (hartree) = -0.023
- Kohn-Sham gap (eV) = 9.38
- 2S+1 = 1
- energy relative to the best compared isomer or geometry (same formula, charge and spin) (kJ/mol) = 765.8

Each line ends with the Löwdin charge.
Cartesian coordinates (Å):
1 C 2.1031 -1.3062 -1.8817  0.17
2 C 1.9149 -0.7204 -0.8639  -0.11
3 C -1.3439 0.3618 0.0962  -0.61
4 C 2.0151 -0.3927 1.5620  -0.06
5 C 1.4904 1.5829 0.1912  -0.02
6 C -3.3966 0.9011 -0.9043  0.01
7 C 1.4956 0.0859 0.2491  -0.31
8 N -0.4411 -0.6098 0.3829  0.17
9 N -0.7673 -1.9389 0.2756  -0.41
10 O 0.1427 -2.6893 0.2142  0.09
11 O -1.3192 1.4972 0.5244  0.06
12 O -1.9219 -2.2356 0.5985  0.07
13 O -2.3183 -0.0978 -0.6339  -0.02
14 H 2.2782 -1.8746 -2.7839  0.06
15 H 1.4551 0.2428 2.3971  0.15
16 H 1.8228 -1.4668 1.7907  0.09
17 H 3.0819 -0.3733 1.5315  0.09
18 H 1.7153 1.8175 -0.9632  0.14
19 H 0.4787 1.8895 0.4268  0.06
20 H 2.3876 1.8921 0.6432  0.08
21 H -4.3310 0.3183 -0.7084  0.10
22 H -3.2423 1.3893 -1.9506  0.12
23 H -3.2997 1.7270 -0.1936  0.07

=====

Entry 2:
The following is a DFT calculation (the ωB97M-V functional and the def2-TZVPD basis) of the molecule C5H6INO2 at a distorted geometry.

- E_HOMO (eV) = -7.888
- calculated total energy (Eh) = -696.91822
- LUMO (hartree) = 0.022
- Kohn-Sham gap (eV) = 8.48
- 2S+1 = 1
- SMILES string = C=C1O[C@H]1N/C(O)=C/I
- energy relative to the best compared isomer or geometry (same formula, charge and spin) (kJ/mol) = 375.2

Each line ends with the Löwdin charge.
Cartesian coordinates (Å):
1 C -1.1363 2.0716 -0.7391  0.08
2 C -0.4931 1.0059 -0.9764  -0.26
3 O 0.8039 0.7052 -1.3418  0.05
4 C -0.0344 -0.3534 -1.1929  -0.21
5 N 0.3473 -1.1920 0.0298  0.09
6 C 1.1215 -0.8282 1.2435  -0.52
7 O 1.9557 0.1750 1.0662  0.01
8 C 1.2258 -1.6087 2.3295  -0.55
9 I 2.7187 -1.0296 3.6933  0.80
10 H -2.1541 2.1307 -0.4051  0.07
11 H -0.5520 2.9956 -0.8806  0.09
12 H -0.2519 -1.0165 -2.0344  0.16
13 H 0.0969 -2.1876 -0.0239  0.12
14 H 1.7476 0.5908 0.2626  0.05
15 H 0.7959 -2.5303 2.6404  0.01

=====

Entry 3:
The following is a DFT calculation (the ωB97M-V functional and the def2-TZVPD basis) of a 2-piece molecular cluster, C2H4ClN overall at a distorted geometry.

- E_HOMO (spin up / spin down) (eV) = -9.601 / -8.347
- calculated total energy (Eh) = -593.39565
- LUMO (spin up / spin down) (hartree) = 0.010 / -0.004
- Kohn-Sham gap (spin up / spin down) (eV) = 9.87 / 8.23
- 2S+1 = 1
- energy relative to the best compared isomer or geometry (same formula, charge and spin) (kJ/mol) = 382.0

Each line ends with the Löwdin charge.
Cartesian coordinates (Å):
1 C 1.4063 -0.7618 0.0999  -0.21
2 C -1.2811 0.8669 0.0679  -0.54
3 N 1.2774 0.3612 -0.4172  0.08
4 Cl -2.1932 -0.5430 -0.2088  0.54
5 H 2.4011 -1.2126 0.0249  0.06
6 H 0.5854 -1.4848 0.3787  0.06
7 H -1.3330 1.4218 -0.8776  0.00
8 H -0.8628 1.3522 0.9321  0.02